C23H35N5O7 | the ωB97M-V functional and the def2-TZVPD basis

LUMO level ... 0.331 eV
HOMO level ... -7.963 eV
Total charge ... 0
SMILES ... CC(=O)N[C@@H]1[C@@H](O)[C@H](O)[C@@H](CO)N[C@H]1CO.CNC(=O)[C@H](Cc1c[nH]c2ccccc12)NC(C)=O

Cartesian coordinates (Å):
C (2.31, 2.66, 2.23)
C (1.66, 2.01, 3.44)
O (2.36, 1.47, 4.29)
N (0.29, 1.99, 3.58)
C (-0.42, 1.42, 4.73)
C (-0.50, -0.12, 4.60)
O (0.80, -0.72, 4.51)
C (-1.23, -0.72, 5.81)
O (-1.31, -2.13, 5.59)
C (-2.62, -0.10, 5.99)
C (-3.26, -0.59, 7.31)
O (-2.50, -0.19, 8.46)
N (-2.53, 1.38, 5.98)
C (-1.84, 2.00, 4.84)
C (-1.82, 3.52, 5.06)
O (-3.16, 4.05, 5.06)
H (1.84, 2.30, 1.31)
H (2.19, 3.75, 2.29)
H (3.37, 2.42, 2.20)
H (-0.25, 2.43, 2.84)
H (0.12, 1.67, 5.65)
H (-1.07, -0.36, 3.70)
H (1.50, -0.02, 4.54)
H (-0.63, -0.52, 6.71)
H (-0.42, -2.42, 5.30)
H (-3.26, -0.42, 5.16)
H (-3.33, -1.68, 7.29)
H (-4.27, -0.19, 7.38)
H (-2.92, -0.50, 9.28)
H (-3.44, 1.82, 6.14)
H (-2.39, 1.79, 3.92)
H (-1.35, 3.74, 6.03)
H (-1.24, 4.02, 4.28)
H (-3.16, 4.98, 5.32)
C (-0.27, 1.14, -7.62)
N (0.95, 0.82, -6.88)
C (1.19, -0.27, -6.14)
O (2.31, -0.41, -5.67)
C (0.10, -1.36, -5.99)
C (0.30, -2.34, -4.82)
C (0.17, -1.75, -3.45)
C (-0.99, -1.62, -2.76)
N (-0.74, -1.07, -1.52)
C (0.60, -0.82, -1.34)
C (1.34, -0.31, -0.26)
C (2.74, -0.19, -0.38)
C (3.37, -0.59, -1.58)
C (2.62, -1.11, -2.64)
C (1.21, -1.24, -2.56)
N (-0.17, -2.09, -7.24)
C (0.65, -2.72, -8.09)
C (2.15, -2.77, -7.85)
O (0.19, -3.25, -9.08)
H (-0.17, 2.11, -8.10)
H (-0.44, 0.39, -8.40)
H (-1.13, 1.17, -6.95)
H (1.72, 1.46, -6.95)
H (-0.81, -0.81, -5.76)
H (-0.44, -3.13, -4.91)
H (1.28, -2.80, -4.90)
H (-1.96, -1.93, -3.13)
H (-1.45, -0.93, -0.82)
H (0.85, -0.04, 0.66)
H (3.33, 0.18, 0.44)
H (4.45, -0.50, -1.67)
H (3.12, -1.42, -3.55)
H (-1.14, -2.16, -7.52)
H (2.58, -1.78, -8.00)
H (2.36, -3.12, -6.84)
H (2.59, -3.46, -8.56)

Atom charges from the natural (NBO) analysis, given in e for atoms 1 to 6:
1. C -0.71
2. C 0.70
3. O -0.65
4. N -0.63
5. C -0.08
6. C 0.09

=====

C23H35N5OS2SbTi | the ωB97M-V functional and the def2-TZVPD basis

Energy above the lowest of the compared OMol25 structures with the same formula, charge and spin ... 37.19 kcal/mol
<S²> ... 2.031
LUMO level (alpha / beta) ... 2.602 / 2.602 eV
HOMO level (alpha / beta) ... -2.001 / -4.257 eV
Total charge ... -1
Multiplicity ... 3

Cartesian coordinates (Å):
Ti (0.63, 0.81, 0.84)
N (4.01, 2.43, 3.09)
C (3.00, 2.07, 2.22)
S (1.38, 2.04, 2.88)
N (3.30, 1.81, 0.99)
N (2.26, 1.56, 0.15)
C (2.55, 1.65, -1.15)
C (1.59, 2.02, -2.10)
C (1.95, 2.39, -3.41)
C (1.08, 3.05, -4.26)
C (-0.20, 3.36, -3.82)
C (-0.62, 2.94, -2.56)
C (0.22, 2.23, -1.71)
O (-0.25, 1.74, -0.57)
H (3.82, 2.20, 4.05)
H (4.93, 2.13, 2.77)
H (3.61, 1.69, -1.42)
H (2.97, 2.19, -3.73)
H (1.40, 3.34, -5.25)
H (-0.88, 3.93, -4.45)
H (-1.63, 3.16, -2.22)
C (-3.25, -0.08, 0.91)
C (-2.69, 1.35, 0.89)
N (-1.54, 1.44, 1.78)
C (-1.85, 1.55, 3.20)
C (-2.01, 0.21, 3.93)
S (-0.58, -0.90, 3.65)
C (-1.32, -2.44, 2.96)
C (-2.42, -2.19, 1.92)
N (-2.17, -0.98, 1.20)
H (-4.00, -0.17, 1.71)
H (-3.76, -0.29, -0.05)
H (-2.32, 1.58, -0.12)
H (-3.48, 2.07, 1.15)
H (-0.96, 2.23, 1.50)
H (-2.78, 2.13, 3.36)
H (-1.03, 2.08, 3.68)
H (-2.05, 0.41, 5.00)
H (-2.92, -0.32, 3.64)
H (-0.47, -2.93, 2.51)
H (-1.71, -3.04, 3.79)
H (-2.48, -3.08, 1.27)
H (-3.39, -2.09, 2.43)
H (-1.46, -1.02, 0.47)
C (-1.20, -2.81, -2.64)
Sb (-0.34, -0.82, -2.23)
C (-2.01, 0.06, -3.32)
C (0.88, -0.91, -4.04)
H (-1.62, -2.85, -3.63)
H (-1.99, -3.03, -1.92)
H (-0.44, -3.58, -2.55)
H (-2.07, -0.38, -4.31)
H (-1.85, 1.13, -3.40)
H (-2.93, -0.12, -2.78)
H (0.37, -1.49, -4.81)
H (1.83, -1.38, -3.80)
H (1.07, 0.10, -4.39)
C (3.02, -3.53, 1.21)
C (1.78, -3.56, 0.60)
C (1.01, -2.41, 0.51)
C (1.40, -1.15, 1.02)
C (2.65, -1.20, 1.69)
C (3.44, -2.33, 1.76)
H (3.64, -4.41, 1.25)
H (1.41, -4.48, 0.17)
H (0.03, -2.53, 0.03)
H (3.03, -0.31, 2.18)
H (4.40, -2.28, 2.27)

Atom charges from the natural (NBO) analysis, given in e for atoms 1 to 6:
1. Ti 1.36
2. N -0.83
3. C 0.24
4. S -0.38
5. N -0.38
6. N -0.55

=====

C23H36CeNO5S2 | the ωB97M-V functional and the def2-TZVPD basis

LUMO level (alpha / beta) ... -11.288 / -11.285 eV
HOMO level (alpha / beta) ... -16.638 / -16.638 eV
Total charge ... +3

Cartesian coordinates (Å):
Ce (0.61, -0.78, -0.33)
C (1.28, -1.36, -3.72)
C (0.66, -2.69, -3.32)
O (0.89, -2.83, -1.92)
C (0.45, -4.05, -1.31)
C (-1.06, -3.99, -1.02)
O (-1.39, -2.64, -0.65)
C (-2.70, -2.24, -1.06)
C (-2.76, -0.73, -0.93)
O (-1.61, -0.12, -1.54)
C (-1.67, -0.03, -2.98)
C (-0.33, 0.48, -3.47)
O (0.77, -0.28, -2.92)
H (1.13, -1.17, -4.78)
H (2.35, -1.40, -3.52)
H (1.14, -3.50, -3.87)
H (-0.41, -2.70, -3.54)
H (1.02, -4.13, -0.38)
H (0.68, -4.90, -1.95)
H (-1.30, -4.68, -0.22)
H (-1.63, -4.27, -1.91)
H (-3.47, -2.70, -0.44)
H (-2.87, -2.55, -2.10)
H (-2.73, -0.45, 0.12)
H (-3.68, -0.35, -1.38)
H (-2.45, 0.68, -3.27)
H (-1.91, -1.00, -3.41)
H (-0.18, 1.51, -3.16)
H (-0.31, 0.44, -4.56)
S (4.40, -2.61, 2.08)
C (4.95, -2.48, 0.47)
C (4.04, -1.91, -0.35)
C (2.84, -1.53, 0.32)
C (2.91, -1.86, 1.67)
C (1.87, -1.60, 2.66)
C (2.14, -1.60, 4.03)
C (1.13, -1.30, 4.93)
C (-0.13, -0.98, 4.44)
C (-0.33, -0.99, 3.07)
N (0.64, -1.29, 2.19)
H (5.93, -2.85, 0.21)
H (4.23, -1.75, -1.41)
H (3.14, -1.84, 4.38)
H (1.32, -1.29, 5.99)
H (-0.95, -0.74, 5.10)
H (-1.31, -0.78, 2.66)
C (-2.92, 3.15, 3.17)
C (-1.71, 4.00, 2.78)
C (-0.58, 3.20, 2.14)
S (-1.15, 2.31, 0.66)
O (-0.04, 1.27, 0.39)
C (-0.95, 3.57, -0.65)
C (0.47, 3.74, -1.21)
C (1.37, 4.73, -0.46)
H (-3.57, 3.71, 3.85)
H (-2.62, 2.23, 3.67)
H (-3.52, 2.89, 2.29)
H (-1.29, 4.46, 3.68)
H (-2.02, 4.81, 2.12)
H (-0.23, 2.40, 2.81)
H (0.26, 3.83, 1.86)
H (-1.34, 4.50, -0.22)
H (-1.63, 3.24, -1.43)
H (0.35, 4.10, -2.23)
H (0.96, 2.77, -1.27)
H (0.83, 5.64, -0.22)
H (2.22, 5.00, -1.08)
H (1.76, 4.30, 0.46)

Atom charges from the Mulliken analysis, given in e for atoms 1 to 6:
1. Ce 0.94
2. C -0.85
3. C -0.37
4. O -0.05
5. C -0.73
6. C -0.63

=====

C23H36F3I2N2O11P2 | the ωB97M-V functional and the def2-TZVPD basis

LUMO level ... -3.481 eV
HOMO level ... -10.797 eV
Total charge ... +1

Cartesian coordinates (Å):
C (4.06, 0.37, -0.40)
C (2.70, 0.24, 0.31)
P (1.49, 1.57, -0.08)
C (2.20, 2.66, -1.38)
C (2.21, 2.06, -2.79)
C (0.03, 0.78, -0.86)
C (-0.04, -0.48, -1.25)
N (-1.31, -0.66, -1.79)
C (-1.68, -1.96, -2.36)
I (-0.92, -1.95, -4.40)
C (-1.19, -3.16, -1.58)
C (-1.67, -4.44, -2.30)
I (-1.93, -3.16, 0.43)
C (-1.98, 0.45, -1.75)
P (-3.69, 0.68, -2.54)
O (-4.65, -0.58, -2.15)
O (-4.38, 1.93, -1.78)
N (-1.18, 1.36, -1.16)
C (-1.60, 2.72, -0.91)
F (-0.59, 3.48, -0.54)
F (-2.11, 3.21, -2.05)
F (-2.54, 2.74, 0.03)
H (4.76, -0.31, 0.08)
H (4.49, 1.36, -0.28)
H (4.02, 0.08, -1.44)
H (2.87, 0.24, 1.37)
H (2.30, -0.74, 0.07)
H (3.19, 2.98, -1.08)
H (1.57, 3.54, -1.42)
H (2.88, 1.22, -2.85)
H (1.21, 1.80, -3.11)
H (2.58, 2.82, -3.48)
H (0.73, -1.21, -1.17)
H (-2.75, -2.05, -2.48)
H (-0.12, -3.23, -1.55)
H (-1.64, -5.26, -1.61)
H (-0.93, -4.65, -3.06)
H (-2.64, -4.30, -2.77)
H (-4.62, -0.82, -1.21)
H (-5.29, 1.70, -1.56)
C (7.27, 6.83, 1.66)
C (6.58, 5.94, 0.65)
C (5.11, 5.71, 0.92)
O (4.90, 4.41, 0.35)
C (6.09, 3.75, 0.39)
O (6.23, 2.59, 0.17)
O (7.09, 4.60, 0.70)
H (8.31, 6.99, 1.37)
H (6.78, 7.80, 1.72)
H (7.28, 6.36, 2.64)
H (6.74, 6.32, -0.36)
H (4.47, 6.44, 0.44)
H (4.88, 5.67, 1.99)
C (2.43, -1.30, 4.41)
C (1.55, -1.92, 3.37)
C (0.93, -3.24, 3.76)
O (0.79, -3.90, 2.49)
C (1.72, -3.40, 1.66)
O (1.98, -3.84, 0.59)
O (2.30, -2.30, 2.20)
H (2.80, -0.33, 4.08)
H (1.89, -1.15, 5.35)
H (3.31, -1.92, 4.60)
H (0.78, -1.21, 3.05)
H (-0.03, -3.13, 4.25)
H (1.59, -3.85, 4.40)
C (-7.37, -2.18, -1.09)
C (-7.16, -3.39, -0.22)
C (-8.42, -4.05, 0.29)
O (-7.98, -4.61, 1.53)
C (-6.94, -3.87, 1.98)
O (-6.46, -3.94, 3.06)
O (-6.51, -3.01, 1.01)
H (-6.41, -1.81, -1.45)
H (-7.99, -2.42, -1.96)
H (-7.84, -1.37, -0.54)
H (-6.52, -4.11, -0.73)
H (-8.79, -4.83, -0.37)
H (-9.22, -3.34, 0.49)

Atom charges from the Mulliken analysis, given in e for atoms 1 to 6:
1. C -1.45
2. C 0.94
3. P -0.26
4. C -0.39
5. C -1.17
6. C -0.95

=====

C23H36F5N6OTeTi | the ωB97M-V functional and the def2-TZVPD basis

Energy above the lowest of the compared OMol25 structures with the same formula, charge and spin ... 0.00 kcal/mol
LUMO level ... -9.408 eV
HOMO level ... -16.888 eV
Total charge ... +3

Cartesian coordinates (Å):
Ti (-0.32, -1.32, 0.27)
C (5.29, -1.13, 2.43)
C (4.12, -1.46, 1.56)
C (3.62, -0.53, 0.65)
C (2.60, -0.86, -0.22)
C (1.99, -2.13, -0.16)
C (2.48, -3.06, 0.78)
C (3.52, -2.73, 1.62)
H (5.18, -0.14, 2.88)
H (6.20, -1.11, 1.83)
H (5.43, -1.86, 3.23)
H (4.09, 0.44, 0.58)
H (2.29, -0.15, -0.98)
H (1.40, -2.48, -1.01)
H (2.06, -4.06, 0.81)
H (3.90, -3.46, 2.32)
C (-1.85, 2.60, 2.09)
N (-1.26, 1.42, 2.75)
C (-1.46, 1.38, 4.21)
C (-0.60, 0.51, 2.09)
N (-0.09, 0.57, 0.87)
C (0.25, 1.73, 0.13)
C (0.95, 2.79, 0.70)
C (1.31, 3.88, -0.08)
C (0.99, 3.91, -1.43)
C (0.33, 2.84, -2.01)
C (-0.05, 1.75, -1.23)
N (-0.73, 0.63, -1.79)
C (-1.37, 0.66, -3.01)
N (-1.00, -0.16, -3.98)
C (0.37, -0.65, -4.12)
C (-1.95, -0.64, -4.99)
N (-2.35, 1.54, -3.14)
C (-2.66, 2.18, -4.43)
C (-3.09, 2.07, -1.99)
N (-0.45, -0.85, 2.53)
C (-1.57, -1.47, 3.26)
C (0.87, -1.14, 3.15)
H (-1.22, 3.48, 2.22)
H (-2.81, 2.78, 2.57)
H (-2.00, 2.40, 1.04)
H (-2.47, 1.07, 4.46)
H (-1.30, 2.40, 4.59)
H (-0.73, 0.74, 4.69)
H (1.23, 2.74, 1.74)
H (1.85, 4.70, 0.37)
H (1.28, 4.76, -2.03)
H (0.12, 2.85, -3.07)
H (1.05, -0.07, -3.51)
H (0.66, -0.55, -5.16)
H (0.43, -1.71, -3.84)
H (-1.77, -1.70, -5.15)
H (-1.81, -0.12, -5.94)
H (-2.97, -0.50, -4.65)
H (-1.85, 2.01, -5.13)
H (-2.76, 3.25, -4.25)
H (-3.59, 1.80, -4.84)
H (-3.07, 1.35, -1.17)
H (-4.12, 2.23, -2.29)
H (-2.66, 3.02, -1.66)
H (-2.51, -1.17, 2.81)
H (-1.55, -1.22, 4.32)
H (-1.46, -2.54, 3.16)
H (0.93, -0.71, 4.15)
H (1.67, -0.74, 2.53)
H (0.98, -2.22, 3.23)
F (-1.95, -4.65, 2.30)
Te (-1.46, -5.31, 0.67)
F (0.26, -5.71, 1.13)
F (-2.10, -1.35, 0.27)
F (-0.50, -3.26, 0.56)
F (-2.00, -7.00, 1.14)
O (-0.22, -0.60, -1.39)

Atom charges from the Mulliken analysis, given in e for atoms 1 to 6:
1. Ti 0.36
2. C -1.55
3. C 0.85
4. C -0.87
5. C 0.16
6. C -0.78

=====

C23H36FeO21Rb4 | the ωB97M-V functional and the def2-TZVPD basis

<S²> ... 6.019
LUMO level (alpha / beta) ... -6.151 / -6.222 eV
HOMO level (alpha / beta) ... -12.161 / -12.002 eV
Total charge ... +2
Multiplicity ... 5

Cartesian coordinates (Å):
Fe (-0.08, -4.63, -3.91)
Rb (-2.63, -3.45, -0.91)
Rb (3.34, -2.04, -6.21)
Rb (-0.84, -0.70, -6.11)
Rb (3.71, 3.15, -3.66)
O (1.72, -4.58, -5.10)
C (2.72, -5.19, -4.40)
C (2.43, -5.71, -2.88)
O (1.08, -5.65, -2.50)
H (3.48, -4.42, -4.33)
H (3.19, -5.98, -4.99)
H (3.10, -5.24, -2.17)
H (2.85, -6.72, -2.85)
C (0.65, 0.19, -1.03)
C (-0.02, -1.16, -1.11)
C (0.10, -1.87, -2.52)
O (-0.30, -3.05, -2.62)
C (0.92, -1.31, -3.51)
C (1.51, -0.01, -3.33)
C (1.34, 0.80, -2.05)
O (2.00, 1.84, -1.70)
O (2.11, 0.38, -4.44)
O (-0.62, -1.71, -0.18)
H (0.45, 0.89, -0.24)
H (1.12, -1.88, -4.41)
C (2.91, -4.66, 5.73)
O (1.59, -4.12, 5.58)
C (1.19, -3.83, 4.29)
O (1.78, -4.19, 3.28)
O (0.09, -3.17, 4.36)
C (-0.39, -2.52, 3.23)
H (3.58, -3.82, 5.89)
H (3.18, -5.41, 4.99)
H (2.86, -5.18, 6.68)
H (-1.00, -1.66, 3.51)
H (-1.06, -3.19, 2.69)
H (0.35, -2.09, 2.54)
C (-5.71, 3.27, -4.92)
O (-5.15, 2.69, -3.77)
C (-4.02, 1.97, -3.86)
O (-3.56, 1.62, -4.93)
O (-3.59, 1.73, -2.68)
C (-2.46, 0.93, -2.49)
H (-5.50, 2.75, -5.85)
H (-5.50, 4.33, -5.07)
H (-6.76, 3.05, -4.75)
H (-1.52, 1.48, -2.45)
H (-2.16, 0.17, -3.21)
H (-2.41, 0.48, -1.50)
C (4.63, 1.75, 0.68)
O (5.13, 1.79, 2.00)
C (5.53, 0.65, 2.67)
O (5.83, -0.45, 2.20)
O (5.55, 0.82, 4.05)
C (5.47, 2.09, 4.68)
H (3.94, 0.96, 0.39)
H (5.37, 1.53, -0.09)
H (4.21, 2.73, 0.48)
H (4.89, 2.80, 4.08)
H (6.50, 2.43, 4.80)
H (5.14, 1.93, 5.71)
C (-5.46, -2.01, 3.20)
O (-4.31, -1.22, 3.39)
C (-3.56, -0.96, 2.39)
O (-3.43, -1.61, 1.33)
O (-2.67, -0.03, 2.68)
C (-1.82, 0.52, 1.72)
H (-6.00, -1.78, 2.28)
H (-6.18, -2.06, 4.02)
H (-5.05, -3.00, 3.02)
H (-1.03, -0.20, 1.52)
H (-1.39, 1.48, 2.04)
H (-2.35, 0.68, 0.78)
C (-2.34, 7.69, 1.94)
O (-2.53, 6.60, 1.01)
C (-1.72, 5.59, 0.99)
O (-0.92, 5.37, 1.86)
O (-1.87, 4.85, -0.13)
C (-0.91, 3.83, -0.42)
H (-1.26, 7.83, 2.01)
H (-2.81, 7.55, 2.91)
H (-2.79, 8.57, 1.48)
H (-0.83, 3.80, -1.50)
H (-1.19, 2.81, -0.16)
H (0.12, 4.06, -0.14)

Atom charges from the Mulliken analysis, given in e for atoms 1 to 6:
1. Fe 0.53
2. Rb 1.05
3. Rb 0.94
4. Rb 0.97
5. Rb 1.01
6. O -0.76

=====

The E results, record by record, are as follows: -46202.9995, -85240.8686, -70735.8023, -92864.6596, -79397.4906, -104424.9734 eV.